Here is C29H49BrClN6O5W as an isolated structure from the Open Molecules 2025 dataset. Energies are from the ωB97M-V functional and the def2-TZVPD basis.

LUMO level = -2.965 eV
Kohn-Sham gap = 6.03 eV
ΔE to the lowest compared entry with this formula, charge and spin = 0.00 kcal/mol
Charge = +1
HOMO energy = -8.99 eV

Structure (XYZ):
```
92
C29H49BrClN6O5W (the ωB97M-V functional and the def2-TZVPD basis)
W 0.3108 -0.3959 0.2408
Br -2.9539 -5.0708 1.6547
Cl -2.0687 1.0249 4.4741
O -1.8520 -0.3395 0.8837
O -0.1115 1.6647 0.1857
O -2.2915 -2.0283 -1.7150
O -4.1917 -3.2368 -1.8988
O -0.2843 -0.1977 2.3729
N 0.5420 -0.2799 -2.0612
N 1.9835 -0.2689 0.6498
N 0.1049 -2.5237 0.6724
N -4.3685 -1.0679 -1.5634
N -3.8833 0.2213 -1.3591
N 1.7254 -3.3876 -1.7939
C 1.7443 -2.4266 -2.8805
C -3.3970 -4.3999 -2.1651
C -3.5049 -2.0995 -1.7287
C -1.9182 4.5375 1.3865
C -1.0109 2.4571 0.5036
C 3.0032 -4.0731 -1.7098
C -1.7982 5.8855 1.6612
C 2.8041 1.0778 2.4831
C -0.6499 6.6005 1.3298
C -0.1016 -5.0874 1.7919
C -2.5689 -0.0498 3.1584
C -1.0902 -3.1058 0.8687
C -1.5023 -0.1906 2.1043
C 3.1884 0.1001 1.3704
C -0.8380 3.8659 0.7642
C -0.5911 0.5470 -2.5621
C 3.8303 -1.1472 1.9785
C 1.1991 -3.2346 1.0114
C -3.1851 3.8268 1.7944
C 4.1630 0.7557 0.3917
C -0.5508 8.0624 1.6498
C 0.6461 -4.3487 -1.9557
C 0.3956 5.9287 0.7080
C -1.2188 -4.3696 1.4140
C 0.5544 -1.4852 -2.9516
C 1.4945 3.9448 -0.2990
C 0.3335 4.5749 0.4190
C 1.1307 -4.4900 1.5782
C 1.7723 0.5059 -2.3162
H 1.8341 3.0335 0.1871
H -4.1039 -5.2163 -2.2681
H -3.9230 0.4665 -0.3771
H -3.8648 4.5286 2.2729
H -0.6012 1.5030 -2.0489
H -0.3234 -3.8533 -1.9046
H 1.2127 3.6819 -1.3222
H 4.7312 -0.8669 2.5258
H -1.9601 -2.5381 0.5858
H -5.3457 -1.2857 -1.4454
H 2.1082 0.6100 3.1789
H -2.7155 -4.5959 -1.3395
H -2.0223 2.0528 0.5928
H -2.6181 6.3998 2.1493
H -1.4145 8.6036 1.2618
H 3.6960 1.3906 3.0282
H 1.6976 1.4581 -1.7971
H 2.6436 -0.0174 -1.9401
H -2.8322 -4.2682 -3.0867
H 4.1185 -1.8580 1.2009
H 1.2893 6.4797 0.4401
H 0.3507 8.5032 1.2290
H 2.0468 -4.9948 1.8516
H 0.5278 -1.0989 -3.9777
H 1.8774 0.6862 -3.3919
H 4.4589 0.0539 -0.3903
H 5.0622 1.0725 0.9215
H 3.7144 1.6324 -0.0772
H -1.5299 0.0285 -2.3876
H 2.3231 1.9649 2.0688
H -2.7813 -1.0323 3.5792
H 0.6903 -5.0851 -1.1524
H 2.9878 -4.7823 -0.8806
H -4.4179 0.8740 -1.9157
H -0.3788 -2.0140 -2.7843
H -3.4765 0.3429 2.7080
H 2.6778 -1.8653 -2.8279
H -3.7095 3.3999 0.9364
H 1.7682 -2.9543 -3.8517
H -0.1898 -6.0697 2.2344
H 2.3244 4.6473 -0.3515
H 0.7147 -4.8880 -2.9151
H -2.9841 3.0260 2.5086
H 3.8023 -3.3513 -1.5308
H -0.4629 0.7321 -3.6329
H 2.1433 -2.7601 0.8178
H 3.2450 -4.6326 -2.6274
H 3.1457 -1.6341 2.6744
H -0.5315 8.2142 2.7304
```

---

Here is C29H50BrMgNOP2 as an isolated structure from the Open Molecules 2025 dataset. Energies are from the ωB97M-V functional and the def2-TZVPD basis.

LUMO level = -5.729 eV
Kohn-Sham gap = 7.67 eV
Charge = +2
HOMO energy = -13.40 eV

Structure (XYZ):
```
85
C29H50BrMgNOP2 (the ωB97M-V functional and the def2-TZVPD basis)
Br 0.6468 -5.9473 0.6651
P 1.1683 1.6414 -1.4332
P -0.8990 -1.9987 -1.1810
Mg -0.3873 0.1539 -0.1564
O -1.7429 1.1335 0.9544
N 1.8511 4.7781 3.5304
C 2.3908 2.8588 -0.7973
C 2.8405 3.9695 3.1500
C 0.3047 -4.2341 -2.4797
C 1.8029 4.1485 -0.2350
C 2.7565 -2.4850 1.6191
C -2.6074 -2.5912 -3.3496
C 0.5450 -2.2733 2.6411
C 1.1560 0.6053 3.0310
C 0.6318 4.2587 3.7242
C -1.9735 2.5469 0.6273
C -2.1905 -2.7588 -0.1390
C -1.5435 -1.6293 -2.8346
C 0.3536 2.8975 3.5524
C 0.3011 -3.6203 2.3687
C 3.3112 -0.1938 -1.7319
C -3.5800 1.2591 2.6282
C -3.1159 2.7239 -0.3417
C -2.3402 -4.2681 -0.2680
C 1.7681 -1.6746 2.2382
C -2.8288 0.4242 1.6192
C 1.2204 -4.3077 1.5892
C 0.4771 -3.1566 -1.4087
C -0.6593 1.9470 -3.6021
C 2.0311 -0.2645 2.4381
C 1.3982 2.0215 3.1739
C 2.6791 2.5899 2.9520
C 0.3525 2.6728 -2.7243
C 2.2749 0.6235 -2.4993
C 2.5126 -3.8233 1.3507
H -2.5183 -4.6024 -1.2999
H 3.5401 1.9957 2.6696
H -1.9413 -0.5991 -2.7940
H -2.9444 -2.2065 -4.3188
H 2.7678 1.3207 -3.1971
H -2.1165 3.1116 1.5538
H -3.2977 3.7941 -0.4674
H -3.4783 -2.6392 -2.6853
H 3.9254 -0.7591 -2.4462
H 1.0808 3.9578 0.5674
H 1.1598 3.1010 -3.3404
H 2.8461 -0.9148 -1.0449
H -4.2791 0.6244 3.1827
H -1.0254 2.8987 0.1941
H -1.5393 1.6116 -3.0397
H 0.2493 -3.8064 -3.4874
H -1.9557 -2.4940 0.9090
H 0.5869 -3.6451 -0.4349
H 3.9778 0.4549 -1.1493
H -0.2231 1.0738 -4.1004
H 2.9946 0.0666 2.0273
H -3.1846 -4.5902 0.3578
H -0.1655 4.9450 4.0410
H -3.5093 0.0617 0.8381
H 1.3115 4.7473 -1.0098
H -0.1285 3.5117 -2.2013
H 3.2565 -4.4854 0.9189
H -0.5779 -4.8662 -2.3012
H -3.1359 -2.2504 -0.3879
H -4.0389 2.2573 0.0199
H 1.1880 -4.8841 -2.4377
H 3.0815 3.0907 -1.6259
H 1.6257 -0.0364 -3.0956
H -1.4499 -4.7842 0.1180
H -0.2274 -1.6815 3.1340
H -2.8980 1.7184 3.3519
H 1.4025 -2.5706 -1.5656
H 3.7157 -2.0466 1.3309
H 2.9708 2.3355 -0.0221
H 0.1941 0.2447 3.4118
H -4.1750 2.0414 2.1432
H 3.8186 4.4367 3.0032
H -0.6600 2.5227 3.7291
H -2.8644 2.3185 -1.3292
H -0.6704 -1.6102 -3.5076
H -0.6014 -4.1315 2.7115
H -1.0164 2.6338 -4.3791
H -2.3660 -0.4500 2.0967
H 2.6075 4.7559 0.1966
H -2.2184 -3.6055 -3.5092
```

---

Here is C29H50O6S2Tm as an isolated structure from the Open Molecules 2025 dataset. Energies are from the ωB97M-V functional and the def2-TZVPD basis.

2S+1 = 3
LUMO level (alpha / beta) = -11.295 / -11.249 eV
Kohn-Sham gap (alpha / beta) = 3.84 / 4.28 eV
Charge = +3
<S²> = 2.016
HOMO energy (alpha / beta) = -15.13 / -15.53 eV

Structure (XYZ):
```
88
C29H50O6S2Tm (the ωB97M-V functional and the def2-TZVPD basis)
Tm -4.6360 -3.6782 -5.0467
S -0.5283 -0.8537 -4.1201
S 2.3758 0.3845 -2.1188
O -3.1976 -6.3325 -5.1887
O 0.2768 4.6893 1.5366
O 3.7551 0.1407 -2.3627
O 0.8607 4.5728 -1.7876
O 1.5057 -0.9569 -2.3814
O 2.0592 0.8474 -0.7991
C -1.4116 -0.0052 8.2092
C -1.2531 1.2869 7.4044
C -4.5861 -6.6571 -5.2942
C -1.8467 2.4257 8.3028
C 0.6870 2.4450 2.3282
C 0.7446 -0.2869 5.5501
C 0.3822 3.4686 4.9073
C 0.2534 1.6319 7.2149
C -0.8689 -3.8688 -6.6420
C 0.5168 -3.7015 -6.0467
C 0.8539 1.6194 3.4230
C 1.8983 1.0220 -4.7186
C 1.6896 1.5429 -3.2757
C 1.2339 -1.2856 -3.7705
C 1.0456 4.0100 -3.0670
C -2.8788 -5.3049 -6.1074
C 2.4951 1.3709 6.1694
C 2.0864 -0.4914 -4.7500
C 0.2185 4.3054 3.8244
C -2.0621 1.2520 6.1087
C 0.3789 3.8157 2.5040
C 2.1879 2.9870 -3.0875
C 0.5950 3.7063 -0.7233
C -1.4203 -5.3022 -6.4957
C 0.7090 2.0986 4.7558
C 1.6033 -2.7915 -3.9190
C -0.3582 4.3450 0.2789
C 0.9540 1.1966 5.9054
C 0.6129 -3.7957 -4.4932
H 1.0523 1.3339 -5.3195
H 2.8828 3.1876 -3.8922
H -1.9275 2.1316 9.3418
H -3.0955 -4.3018 -5.6529
H -3.5266 -5.4157 -6.9890
H -1.2767 3.3429 8.2077
H 2.7198 3.1263 -2.1523
H 0.8473 -2.7021 -6.3096
H -4.9387 -7.2185 -4.4382
H 2.5034 -2.8603 -4.5208
H -1.8483 2.0783 5.4376
H 1.1280 0.5938 3.2563
H -0.0055 5.3535 3.9302
H 2.7988 1.4718 -5.1195
H -3.1174 1.2735 6.3588
H 0.1232 3.6081 -3.4982
H 0.4491 2.6863 7.3537
H 1.6435 -0.6910 5.0917
H 1.8343 -0.8618 -5.7414
H -1.9152 0.2929 5.6178
H 3.1190 -0.7772 -4.5877
H -1.3836 -5.8048 -7.4556
H 1.5353 3.5373 -0.1950
H -5.1894 -5.7220 -5.4109
H -1.2328 3.7282 0.4584
H 2.7050 2.3749 6.5211
H 0.2674 3.9064 5.8818
H -0.3572 -3.8137 -3.9977
H 0.8376 2.0225 1.3449
H 0.8021 1.1327 8.0073
H 0.5525 -0.8423 6.4578
H -1.1117 -1.2002 -2.9620
H 1.3193 4.8525 -3.6907
H 1.0528 -4.7699 -4.2916
H 0.6226 1.5092 -3.0778
H 2.8003 0.6180 6.8852
H -0.7654 -3.6661 -7.7055
H 1.1710 -4.4579 -6.4620
H 3.0425 1.1814 5.2501
H -4.7442 -7.2769 -6.1722
H 0.2326 2.7170 -1.0083
H -1.2451 -0.9091 7.6305
H -1.5458 -3.1003 -6.2529
H -2.8429 2.6740 7.9490
H -0.7153 5.2813 -0.1302
H -0.7230 -0.0023 9.0476
H 1.8520 -3.1170 -2.9150
H -2.4024 -0.0178 8.6530
H -0.0523 -0.4271 4.8311
H -0.8636 -5.9121 -5.7918
```

---

Number 1: F_max 0.006 hartree/bohr. Number 2: F_max 0.036 hartree/bohr. Number 3: F_max 0.059 hartree/bohr.